[1]
Entry from OMol25: a structure of composition C7H14Cl2CrO at a distorted geometry (ωB97M-V/def2-TZVPD).

As for the spin multiplicity: 4. The total charge is -1. The calculation puts the HOMO energy (spin up / spin down) at -1.96 / -3.72 eV. The lowest unoccupied orbital energy (spin up / spin down) is 3.1 / 3.0 eV. The molar mass is 237.1 g mol⁻¹. Its total energy is -2315.1618 Eh. The orbital gap (spin up / spin down) comes out at 5.0 / 6.8 eV. The calculation puts the energy above the lowest of the compared OMol25 structures with the same formula, charge and spin at 28.71 kcal per mole.

Each line ends with the natural charge from an NBO analysis.
CARTESIAN COORDINATES (ANGSTROEM)
H (-0.35524, 1.78214, 0.45909)  0.250
H (-2.07815, -2.67921, -0.06464)  0.490
H (1.79013, 2.02343, 1.82467)  0.198
C (1.02687, -1.28812, 0.93240)  -0.451
H (-1.11763, 1.22373, -3.45990)  0.172
C (1.66135, 1.20043, 1.13749)  -0.386
C (0.67708, -0.99519, -0.50344)  -0.240
H (2.06105, -0.33904, 2.55009)  0.196
H (0.71086, 0.69715, -2.05022)  0.270
C (0.65501, 0.28686, -0.88846)  -0.375
Cl (-2.64422, 0.74960, 0.42629)  -0.520
H (2.63452, 1.05331, 0.64647)  0.187
Cl (-2.00980, -1.59862, -2.17455)  -0.505
H (0.21909, -1.93711, 1.33042)  0.254
O (-2.01509, -2.74161, 0.89904)  -0.982
H (1.91702, -1.92568, 0.92175)  0.193
C (-1.74206, 1.42706, -2.48798)  -0.887
H (-1.47683, 2.49950, -2.11679)  0.167
C (1.26510, -0.09383, 1.85210)  -0.398
Cr (-1.23482, 0.30417, -1.25108)  0.671
H (0.95363, 2.44995, -0.51941)  0.216
H (0.35769, 0.09136, 2.43412)  0.208
H (-2.43778, -1.91394, 1.18011)  0.481
H (0.51870, -1.81996, -1.14840)  0.240
C (0.66353, 1.54363, 0.07082)  -0.450

---

[2]
Entry from OMol25: an isolated molecule of C5H4FN3O2 at a distorted geometry (ωB97M-V/def2-TZVPD).

As for the spin multiplicity: 1. The calculation puts the HOMO energy at -9.87 eV. The lowest unoccupied orbital energy is -1.6 eV. The molar mass is 157.1 g mol⁻¹. Its total energy is -607.5003 Eh. The orbital gap comes out at 8.2 eV. Its SMILES is NC(=O)C1=N[C@H](F)C=NC1=O. The calculation puts the energy above the lowest of the compared OMol25 structures with the same formula, charge and spin at 0.19 kcal per mole.

Each line ends with the natural charge from an NBO analysis.
CARTESIAN COORDINATES (ANGSTROEM)
N (0.39319, 0.85258, 0.06163)  -0.358
O (0.82265, -2.04831, -1.95378)  -0.540
H (-2.46901, 1.23290, 2.09750)  0.206
N (-2.11708, -0.41594, 0.90669)  -0.412
C (-1.81412, 0.77492, 1.36331)  0.137
H (2.60591, 0.17145, -0.80534)  0.400
C (1.07243, -1.08400, -1.24095)  0.584
F (0.14179, 1.70049, 2.15130)  -0.324
N (2.38977, -0.70945, -1.28141)  -0.804
H (2.94255, -1.04602, -2.07056)  0.420
C (0.09105, -0.35068, -0.42200)  0.122
H (-0.79684, 2.52297, 0.58642)  0.190
O (-1.49124, -2.14241, -0.35323)  -0.421
C (-1.23585, -0.98052, -0.03033)  0.553
C (-0.53518, 1.52203, 0.99075)  0.247

---

[3]
Entry from OMol25: the ion C5H14NS with charge +2 at a distorted geometry (ωB97M-V/def2-TZVPD).

As for the spin multiplicity: 2. The total charge is +2. The calculation puts the HOMO energy (spin up / spin down) at -19.47 / -20.36 eV. The lowest unoccupied orbital energy (spin up / spin down) is -6.7 / -11.6 eV. The molar mass is 120.2 g mol⁻¹. Its total energy is -651.1495 Eh. The orbital gap (spin up / spin down) comes out at 12.8 / 8.8 eV. The calculation puts the energy above the lowest of the compared OMol25 structures with the same formula, charge and spin at 5.84 kcal per mole.

Each line ends with the natural charge from an NBO analysis.
CARTESIAN COORDINATES (ANGSTROEM)
C (-1.90203, 0.89869, -1.39661)  -0.630
H (3.84378, 0.89608, 1.65905)  0.306
H (-2.76553, 1.01404, -0.73425)  0.241
H (-1.33690, -2.32740, -1.02395)  0.449
H (-2.25445, 0.64279, -2.38326)  0.243
N (-1.93444, -1.50806, -0.92282)  -0.694
C (3.29959, -0.03584, 1.90827)  -0.795
S (2.40553, -0.41763, 0.39650)  0.869
C (-0.97999, -0.23139, -0.95813)  -0.012
H (-1.26089, 1.76578, -1.37977)  0.245
H (-2.42194, -1.51791, -0.01436)  0.444
H (3.93722, -0.87061, 2.15987)  0.299
H (-0.28532, -0.54523, -1.73517)  0.227
H (-2.70033, -1.47732, -1.59922)  0.462
C (-0.32115, 0.01505, 0.38095)  -0.449
C (1.03660, 0.85067, 0.31295)  -0.573
H (1.13068, 1.47448, 1.19706)  0.274
H (1.02489, 1.64182, -0.46142)  0.301
H (-0.13226, -1.00489, 0.81128)  0.229
H (-1.01295, 0.56792, 1.04222)  0.273
H (2.62990, 0.16897, 2.74082)  0.290

---

[4]
Entry from OMol25: the ion C14H18BBr2IN3O5 with charge +1 at a distorted geometry (ωB97M-V/def2-TZVPD).

As for the spin multiplicity: 1. The total charge is +1. The calculation puts the HOMO energy at -11.83 eV. The lowest unoccupied orbital energy is -4.5 eV. The molar mass is 605.8 g mol⁻¹. Its total energy is -6555.0286 Eh. The orbital gap comes out at 7.4 eV. Its SMILES is C/C(Br)=C(/Br)c1c[nH+]c(B(O)N(C)C)c(ON=O)c1C(=O)OC[C@H](C)I.

Each line ends with the natural charge from an NBO analysis.
CARTESIAN COORDINATES (ANGSTROEM)
O (-3.84060, -2.22502, -1.46963)  -0.836
N (-1.88342, -1.54229, 1.09855)  -0.405
C (-1.18563, -4.24336, -0.80992)  -0.427
H (-2.26479, -2.43052, 1.39443)  0.441
N (-2.87004, 0.54481, -2.53129)  0.480
C (1.85462, -0.12847, 2.75820)  -0.671
H (2.84773, 4.55320, -0.78671)  0.218
O (0.94148, 2.40132, 0.09479)  -0.545
C (-0.51346, -2.73844, -2.54851)  -0.420
C (-1.35345, -0.74714, 2.04510)  0.067
H (-4.15821, -2.90323, -2.08294)  0.524
H (-1.37202, -1.10448, 3.05749)  0.248
O (-1.12127, 3.00274, -0.50057)  -0.469
H (1.46101, 1.31581, -1.61500)  0.189
H (1.36047, 3.05849, -1.84044)  0.207
Br (-1.17754, 2.81634, 3.25934)  0.154
Br (1.83657, 2.08890, 4.50780)  0.134
C (-0.18442, 1.32346, 2.72148)  -0.220
O (-1.44432, 0.37617, -1.90532)  -0.507
H (4.49630, 4.02978, -0.38646)  0.233
B (-2.52916, -2.32761, -1.25781)  1.085
H (3.30916, 1.70029, 0.00393)  0.220
C (-1.93256, -1.23988, -0.21479)  -0.074
H (-2.00230, -4.64140, -0.21264)  0.202
H (3.23549, 3.86646, 0.79536)  0.226
I (4.32016, 1.89935, -2.47378)  0.124
H (-0.66540, -5.07662, -1.26819)  0.232
H (0.20164, -2.30502, -1.84590)  0.169
H (-0.82802, -2.00798, -3.28063)  0.219
C (3.44349, 3.81314, -0.26712)  -0.634
C (1.67717, 2.27803, -1.15511)  -0.100
H (1.63160, -0.45474, 1.74747)  0.218
H (0.00186, -3.52279, -3.09413)  0.221
H (1.72632, -0.97286, 3.43042)  0.240
C (-0.80512, 0.47440, 1.68485)  0.026
H (2.90408, 0.13121, 2.79180)  0.254
C (1.02050, 1.02355, 3.19227)  -0.043
C (-1.44072, 0.00995, -0.60814)  0.274
N (-1.67777, -3.34111, -1.86999)  -0.713
H (-0.46183, -3.75707, -0.14662)  0.163
C (-0.88233, 0.86577, 0.34848)  -0.081
C (-0.36928, 2.20420, -0.08445)  0.801
C (3.13339, 2.41155, -0.79447)  -0.333
O (-3.38347, 1.45915, -2.12226)  -0.092